The following is a DFT calculation (wB97M-V/def2-TZVPD) of a structure of composition C24H39BrMgN10O7S.

```
83
Properties=species:S:1:pos:R:3:forces:R:3
Mg -1.24131 -0.62572 -0.45244 0.71 -0.67 0.34
N -1.52018 -4.43311 2.03417 -0.04 0.00 -0.17
C -1.86529 -3.96085 0.63547 -0.15 -0.25 -0.43
C -3.35285 -3.99456 0.33895 0.01 0.20 -0.02
C -3.58698 -3.21126 -0.96704 0.21 -0.08 0.00
N -3.26504 -1.77957 -0.77162 -0.26 -0.25 0.12
C -2.72494 -3.78612 -2.09548 0.06 0.19 0.09
C -1.23769 -3.89262 -1.74484 -0.22 -0.06 0.08
N -0.62297 -2.55169 -1.60227 0.06 -0.16 0.00
C -1.07098 -4.68295 -0.43750 0.05 0.14 -0.02
H -2.34781 -4.73051 2.54778 -0.02 -0.06 0.05
H -1.09644 -3.61789 2.51386 0.01 0.05 0.04
H -0.85646 -5.20589 2.02497 0.03 -0.06 0.02
H -1.55964 -2.93067 0.62000 0.10 0.09 0.21
H -3.92404 -3.52196 1.14628 0.00 -0.04 -0.01
H -3.71022 -5.02053 0.21810 -0.03 0.00 0.02
H -4.63504 -3.32743 -1.24821 -0.04 -0.03 0.01
H -3.92907 -1.37786 -0.11585 -0.05 0.00 -0.01
H -3.44072 -1.28281 -1.64249 -0.07 0.02 -0.04
H -2.85137 -3.17233 -2.99202 0.00 -0.05 -0.01
H -3.09026 -4.78498 -2.33948 -0.01 0.00 -0.04
H -0.74150 -4.44936 -2.54137 0.02 -0.02 -0.03
H -0.81171 -2.01203 -2.44761 0.05 -0.07 -0.03
H 0.38715 -2.65690 -1.56738 -0.01 0.04 -0.01
H -0.00946 -4.74162 -0.17182 -0.03 -0.01 -0.01
H -1.44822 -5.69766 -0.58992 0.08 -0.03 0.03
Br 0.87008 1.85478 2.06075 -0.03 -0.04 0.07
C -0.08044 2.55784 0.58786 -0.04 -0.09 -0.04
C 0.06186 3.89337 0.24853 0.03 0.07 0.00
C -0.66126 4.36399 -0.83390 0.03 -0.01 0.04
C -1.51100 3.50556 -1.52129 -0.13 0.02 -0.06
C -1.56617 2.19458 -1.10461 0.16 -0.08 0.14
N -0.85059 1.71240 -0.07082 -0.01 0.29 -0.34
C -2.41865 1.07909 -1.66337 -0.73 0.44 -0.47
O -3.63014 1.07814 -1.41331 0.29 0.12 0.00
O -1.76130 0.11178 -2.18717 -0.22 0.48 -0.18
H 0.73811 4.52669 0.80217 -0.01 -0.01 0.00
H -0.56415 5.39661 -1.14253 -0.01 0.00 0.03
H -2.11006 3.84586 -2.35546 0.01 -0.02 0.02
C -3.26494 1.82027 4.34366 -0.11 0.01 -0.08
N -2.72769 0.82237 3.43181 0.03 0.04 0.08
C -1.84260 -0.25567 3.82087 0.00 0.02 -0.06
C -1.54152 -0.87490 2.47235 -0.16 -0.06 -0.01
O -0.80322 -1.85016 2.26817 0.03 0.38 0.15
N -2.21273 -0.22219 1.49999 0.24 -0.04 0.29
C -2.90388 0.78938 2.11061 0.15 -0.20 0.12
N -3.69090 1.62400 1.46461 0.05 0.06 -0.29
H -2.83539 1.65749 5.32715 0.02 0.00 0.01
H -4.35012 1.73973 4.42653 0.01 -0.02 0.00
H -2.99835 2.82688 4.01830 0.04 -0.01 -0.01
H -2.32889 -0.96630 4.49332 0.00 -0.02 -0.02
H -0.93256 0.10803 4.29674 0.09 0.02 -0.02
H -3.75486 1.58956 0.44053 -0.09 -0.06 0.10
H -4.18838 2.34183 1.96512 -0.01 0.00 -0.05
C 5.57468 4.50781 1.10849 -0.07 -0.03 -0.01
C 5.23823 4.22549 -0.35229 -0.07 -0.20 0.05
S 4.24549 2.73507 -0.44519 -0.15 -0.10 -0.08
O 4.75534 1.77183 0.49481 0.12 -0.19 -0.08
O 2.84246 3.08906 -0.36701 -0.05 0.10 0.04
C 4.46425 2.09412 -2.11348 -0.21 0.02 0.27
C 4.21052 0.58365 -2.23297 0.00 0.02 0.02
N 3.08064 0.02532 -1.46866 0.14 0.34 0.08
C 1.76980 0.23957 -1.74032 0.00 -0.25 0.11
N 0.99143 -0.36870 -0.84197 0.23 0.08 0.12
C 1.84151 -0.96288 0.05529 -0.16 -0.02 0.13
C 3.12103 -0.72699 -0.31110 -0.03 -0.22 -0.19
N 4.28323 -1.30564 0.31891 0.20 0.63 0.34
O 4.10140 -1.75181 1.43357 -0.03 -0.14 -0.24
O 5.34309 -1.27877 -0.27277 -0.15 -0.18 -0.04
C 1.32414 1.01099 -2.92991 0.01 0.04 0.10
H 6.19777 5.39728 1.17405 -0.02 0.02 -0.03
H 6.11243 3.66915 1.54460 0.02 0.02 0.00
H 4.66894 4.67472 1.69160 0.02 0.03 0.00
H 6.13403 4.05304 -0.95116 -0.01 0.02 0.04
H 4.63366 5.01117 -0.80295 0.05 0.01 -0.07
H 5.48660 2.29852 -2.43202 -0.05 -0.05 -0.06
H 3.76265 2.67228 -2.71287 0.13 0.04 -0.10
H 5.08700 0.03305 -1.92308 0.06 -0.03 -0.01
H 4.01699 0.37906 -3.28369 0.08 -0.12 -0.05
H 1.49864 -1.51483 0.91689 0.02 0.01 -0.05
H 1.85272 0.67863 -3.82514 -0.01 0.02 0.01
H 1.51294 2.07919 -2.79513 -0.02 -0.05 0.05
H 0.26114 0.85849 -3.07529 -0.11 0.00 0.00
```
Forces are in eV/Å.

Total charge: +2
HOMO-LUMO gap (eV): 9.34


The following is a DFT calculation (wB97M-V/def2-TZVPD) of the molecule C19H19N3O4S2.

```
47
Properties=species:S:1:pos:R:3:forces:R:3
O -2.57140 0.33412 0.78533 0.02 -0.06 0.18
C -2.53053 1.04465 -0.18667 -0.30 0.21 -0.34
C -3.79429 1.47869 -0.94782 -0.09 -0.08 0.19
N -4.98059 1.05176 -0.25567 0.50 0.06 -0.31
C -5.71081 1.96945 0.44634 -0.49 0.03 0.22
O -5.51203 3.15543 0.46797 0.12 0.34 0.06
S -7.04084 1.13923 1.29298 0.08 -0.05 -0.04
C -6.50831 -0.41215 0.67779 0.08 0.21 -0.04
C -7.06986 -1.65352 0.90985 0.13 0.15 -0.06
C -6.48544 -2.75956 0.31767 -0.02 -0.13 0.00
C -5.36367 -2.62098 -0.48797 -0.04 -0.04 -0.01
C -4.80011 -1.37909 -0.72250 -0.01 0.20 0.02
C -5.37768 -0.26588 -0.13216 -0.39 -0.52 0.14
N -1.40160 1.54873 -0.76065 0.13 0.22 -0.30
C -0.07117 1.38977 -0.35958 0.34 -0.06 0.07
C 0.29557 0.62035 0.74415 -0.05 -0.08 0.15
C 1.63129 0.50575 1.08233 -0.05 0.07 -0.04
C 2.59346 1.14854 0.32754 0.63 -0.05 0.04
S 4.31269 0.97000 0.79075 -0.63 -0.23 -0.06
O 4.46131 1.27037 2.18336 -0.07 -0.20 0.18
O 5.11589 1.70284 -0.15069 -0.08 -0.10 -0.21
N 4.47332 -0.70275 0.61049 -0.43 1.02 0.37
C 4.72766 -1.07606 -0.76762 -0.02 -0.13 -0.66
C 6.25793 -1.06026 -0.94484 0.00 0.00 -0.11
C 6.81541 -1.08922 0.48922 0.00 -0.08 0.06
C 5.57317 -1.26519 1.37404 0.48 -0.04 0.46
C 2.24241 1.91420 -0.76774 0.11 0.05 -0.02
C 0.91022 2.03582 -1.11293 -0.07 -0.08 0.13
H -3.83548 2.57189 -1.00130 0.02 -0.17 -0.06
H -3.78150 1.06213 -1.96087 0.04 0.07 0.06
H -7.93999 -1.74645 1.53909 -0.11 -0.05 0.07
H -6.90594 -3.73839 0.48748 -0.03 -0.10 0.01
H -4.91901 -3.49475 -0.93884 0.04 -0.08 -0.04
H -3.92113 -1.28476 -1.33997 0.12 0.00 -0.06
H -1.52497 2.15446 -1.56123 -0.09 -0.11 0.15
H -0.46341 0.12708 1.32760 0.01 -0.01 0.01
H 1.94232 -0.07513 1.93497 -0.07 -0.13 0.13
H 4.31903 -2.07828 -0.92627 -0.02 0.10 -0.01
H 4.21722 -0.37507 -1.42666 -0.02 -0.17 -0.16
H 6.56162 -0.14667 -1.45149 0.04 -0.06 -0.05
H 6.59105 -1.91517 -1.53128 0.00 0.02 -0.05
H 7.29699 -0.14101 0.72388 0.07 -0.03 0.02
H 7.53296 -1.89365 0.64015 0.06 0.04 0.03
H 5.35456 -2.32267 1.54925 -0.03 0.09 0.01
H 5.63864 -0.74367 2.32671 0.07 -0.21 0.07
H 3.01949 2.40896 -1.32876 0.04 0.07 -0.12
H 0.62552 2.63612 -1.96540 -0.02 0.06 -0.09
```
Forces are in eV/Å.

Structure (SMILES): O=C(Cn1c(=O)sc2ccccc21)Nc1ccc(S(=O)(=O)N2CCCC2)cc1
HOMO-LUMO gap (eV): 8.83


The following is a DFT calculation (wB97M-V/def2-TZVPD) of the molecule C12H13NO3.

```
29
Properties=species:S:1:pos:R:3:forces:R:3
C 0.81493 0.28508 4.93810 1.00 -1.21 -1.19
C 0.56067 -0.91771 3.88891 -0.20 0.38 1.52
C 0.73429 -0.46862 2.45368 -1.79 0.16 -0.80
C -0.47810 0.30561 1.83693 0.85 -1.89 -0.18
O -0.25411 0.52228 0.37106 -0.83 -0.52 0.57
C -0.81300 -0.26978 -0.58997 -2.19 -3.04 2.08
O -1.51677 -1.27788 -0.34037 1.75 3.00 -0.65
C -0.40411 0.13739 -1.94212 0.96 0.86 -1.35
C 0.96678 0.45819 -2.06361 0.56 0.77 -0.41
C 1.48751 0.88787 -3.28291 -0.58 -0.43 1.61
C 0.71188 1.04437 -4.38313 1.88 1.05 -2.52
C -0.58389 0.77292 -4.33145 -2.16 -0.98 -0.67
C -1.15919 0.25079 -3.15415 4.30 1.83 0.13
N -2.37015 -0.16211 -3.45662 -4.28 -1.82 0.39
C -2.68880 -1.32008 -3.49996 -2.27 -4.19 1.42
O -3.10124 -2.44325 -3.42373 1.22 3.30 -0.86
H 0.22304 1.15656 4.64379 -0.12 -0.20 0.23
H 0.60330 -0.03275 5.96439 -0.15 0.17 -0.26
H 1.88458 0.60881 4.90604 -0.73 -0.30 -0.02
H -0.49776 -1.23260 4.07609 0.83 -0.13 -0.26
H 1.24477 -1.81667 4.04387 -0.90 1.27 0.21
H 1.56329 0.16086 2.38530 1.70 0.89 -0.22
H 0.87785 -1.32473 1.80827 0.14 -0.27 -0.18
H -0.61202 1.27459 2.24428 0.10 1.03 0.15
H -1.33093 -0.29599 2.16613 -0.40 0.11 -1.18
H 1.69911 0.45339 -1.22676 -1.10 -0.25 -0.43
H 2.48042 1.15803 -3.36424 2.06 0.31 0.12
H 1.13907 1.35412 -5.37254 -0.20 -0.20 1.16
H -1.18141 0.73129 -5.29528 0.54 0.31 1.59
```
Forces are in eV/Å.

Structure (SMILES): CCCCOC(=O)c1ccccc1N=C=O
HOMO-LUMO gap (eV): 9.59


The following is a DFT calculation (wB97M-V/def2-TZVPD) of the molecule C4H9NO.

```
15
Properties=species:S:1:pos:R:3:forces:R:3
C 0.67185 1.65317 0.37175 0.21 0.98 -0.62
C -0.50206 0.88885 -0.24106 1.37 -0.10 -1.04
N -0.31051 -0.53865 0.01684 -2.01 0.58 0.05
C 0.77268 -1.30413 -0.56286 0.53 0.56 0.79
C -1.36938 -1.17025 0.60090 1.69 -1.26 -0.62
O -2.41882 -0.69431 0.92743 -0.73 0.40 0.40
H 0.71201 1.61906 1.45076 -0.20 -0.19 0.32
H 0.69621 2.71327 0.08089 -0.43 -0.15 0.11
H 1.64121 1.31156 -0.00398 -0.18 -0.42 0.02
H -0.51999 1.03167 -1.33412 0.30 0.04 0.12
H -1.49763 1.20358 0.04783 0.11 -0.13 0.68
H 0.47108 -2.32282 -0.78110 -0.12 -0.07 -0.01
H 1.58174 -1.31471 0.17572 0.25 -0.27 -0.36
H 1.15063 -0.83806 -1.47280 -0.18 0.03 -0.03
H -1.07901 -2.23822 0.72382 -0.58 -0.01 0.20
```
Forces are in eV/Å.

Structure (SMILES): CCN(C)C=O
HOMO-LUMO gap (eV): 10.17


Calculated relative energy (zero: lowest compared OMol25 entry of this formula, charge and spin) (kJ/mol), listed in the same order as above: 79.14 0.00 152.57 90.80
Calculated E_HOMO (eV), listed in the same order as above: -13.998 -8.528 -9.035 -9.306